Record 1
{"formula": "C15H32O6P2Zr", "method": "wB97M-V/def2-TZVPD", "multiplicity": 1, "e_homo_ev": [-23.19, -23.19], "charge": 4, "fmax_ev_per_a": 10.69, "homo_lumo_gap_ev": [5.1598, 5.1612], "species": ["H", "P", "H", "H", "H", "C", "P", "O", "O", "C", "H", "H", "C", "C", "H", "C", "H", "H", "H", "C", "C", "H", "C", "H", "H", "C", "H", "O", "H", "H", "H", "H", "H", "O", "H", "O", "H", "C", "H", "H", "H", "H", "C", "H", "O", "H", "H", "H", "H", "Zr", "C", "C", "H", "C", "C", "H"], "coordinates": [[0.539755, -1.017767, -3.354714], [0.078517, 0.582325, -1.692696], [-0.135194, -3.707894, 0.000517], [-0.983728, 3.502884, -2.305385], [-2.682594, 2.986514, -2.489195], [-1.339578, 1.352655, -2.582937], [0.027583, -0.856731, 3.299265], [0.281768, -2.395801, 3.833823], [-1.478523, -0.528263, 3.938262], [2.775014, 0.507636, -2.427204], [-1.274165, -2.793220, -2.708455], [-1.002302, 0.407235, -4.571485], [-1.785468, 0.695958, 4.639654], [-1.247474, 1.381334, -4.120881], [-0.924387, 1.383565, 4.726648], [-1.369015, -1.709561, -2.633149], [-2.264154, 1.663093, -4.464479], [2.608349, 3.071260, -2.859996], [-0.522679, -4.298746, 3.899396], [0.359873, 1.569253, 0.876829], [1.768033, -0.555386, 5.304524], [3.551680, 1.023735, -3.000771], [0.028597, -1.160619, -2.390191], [0.874573, 3.384357, -2.675888], [-1.804793, -1.353887, -3.569287], [1.762299, 0.952458, 0.816748], [1.093567, 1.133909, -3.626413], [2.844920, 1.504832, 0.887339], [2.293625, 0.278545, 5.813924], [-1.678390, -3.101197, 3.325433], [1.073656, -1.025487, 6.037339], [1.858459, 2.942022, -1.258968], [-2.070053, -1.492412, -1.812700], [-2.964176, 0.224330, 0.344236], [-2.607347, 1.206226, 4.111769], [0.034143, 2.731819, 0.935325], [2.715380, -0.513568, -2.796484], [1.700075, 2.760838, -2.327766], [-1.231899, -3.162856, 5.062168], [3.088240, 0.504094, -1.379098], [0.358666, -2.243364, -0.480629], [-0.550797, 2.149382, -4.513442], [0.829046, -2.073171, -1.452687], [0.819372, -3.068670, -1.889766], [1.027017, 0.029304, 4.212054], [-1.833795, 2.718235, -0.940162], [-2.126149, 0.638829, -2.306518], [1.871795, -1.798556, -1.333304], [2.519032, -1.272570, 4.924996], [0.242025, -0.680669, 0.715647], [-1.714104, 2.725878, -2.033341], [1.481953, 1.277346, -2.604075], [-0.058765, -3.517531, 0.736930], [-1.849915, -0.098628, 0.473055], [-0.870731, -3.271091, 4.042566], [-2.136864, 0.407771, 5.643597]], "forces_ev_per_angstrom": [[0.20, -0.20, 0.33], [0.21, 0.19, -2.81], [-0.23, -0.33, 1.01], [-0.46, -0.30, 0.13], [0.32, 0.13, 0.30], [-1.43, 0.49, 0.99], [-1.08, -0.30, 7.26], [-0.37, 2.70, -2.27], [2.72, -0.98, -2.47], [0.19, -0.10, -0.02], [-0.23, -0.08, -0.12], [-0.08, 0.37, 0.06], [-0.58, 1.42, 0.55], [0.52, -0.11, -0.40], [-0.33, -0.54, -0.02], [-0.18, -0.19, 0.13], [0.43, -0.17, 0.22], [-0.22, 0.02, 0.16], [0.16, 0.31, 0.09], [-6.81, 7.84, 0.91], [1.07, -0.45, 1.98], [-0.01, -0.21, 0.10], [0.06, 0.12, 0.90], [0.28, -0.05, 0.08], [-0.01, -0.01, 0.23], [10.66, 0.68, -0.20], [0.08, 0.01, 0.20], [-6.80, -2.83, -0.09], [-0.42, -0.43, -0.51], [0.10, 0.25, 0.15], [0.51, 0.25, -0.65], [0.11, 0.18, -0.15], [0.03, -0.16, -0.17], [6.07, -1.75, 0.71], [0.29, -0.32, 0.22], [2.25, -6.13, -0.31], [0.16, -0.06, -0.07], [-0.11, 0.28, -0.04], [0.04, 0.22, -0.04], [0.21, -0.05, -0.18], [-0.19, -0.77, -0.60], [-0.38, -0.39, 0.33], [0.13, 0.49, -1.39], [0.18, -0.44, 0.29], [-1.33, -0.77, -3.24], [-0.10, 0.14, -0.27], [-0.19, 0.25, -0.14], [0.52, 0.21, 0.18], [-0.52, 0.33, 0.23], [2.54, -0.18, -0.67], [-0.27, 0.33, 0.05], [1.12, 0.37, 0.18], [-0.21, -0.44, -0.06], [-8.31, 2.50, -0.67], [-0.49, -1.39, 0.02], [0.19, 0.04, -0.39]]}

---

Record 2
{"formula": "C5H5GdO3", "method": "wB97M-V/def2-TZVPD", "multiplicity": 9, "e_homo_ev": [-11.94, -12.67], "s_squared": 20.046, "charge": 1, "fmax_ev_per_a": 2.58, "homo_lumo_gap_ev": [7.3772, 7.7701], "species": ["O", "C", "H", "H", "C", "O", "C", "Gd", "C", "H", "O", "H", "C", "H"], "coordinates": [[-1.448276, 0.575244, 0.843420], [-1.524884, -0.808173, 0.427242], [3.635840, -0.325218, 0.943296], [-1.291637, -1.426406, 1.303096], [-0.494153, -0.799323, -0.697082], [-0.291954, 2.217696, -0.184940], [1.941866, -0.205495, 0.040367], [1.952361, 2.229470, 0.011392], [-1.071241, 1.228151, -0.290159], [-0.819838, -1.205769, -1.661260], [2.938288, -0.926128, 0.672946], [-2.536860, -1.022406, 0.052685], [0.848845, -0.807655, -0.376054], [-1.838351, 1.276015, -1.084950]], "forces_ev_per_angstrom": [[0.61, 0.88, -0.52], [-0.11, 0.07, -0.34], [0.24, -0.19, 0.03], [-0.07, 0.19, -0.39], [1.53, -2.09, 0.05], [0.07, -1.04, -0.26], [-0.32, -1.28, 0.33], [-0.45, -0.06, -0.12], [-1.14, 1.40, 1.61], [0.19, 0.29, 0.19], [-0.11, 0.28, -0.24], [0.32, -0.05, 0.15], [-1.35, 2.14, -0.38], [0.60, -0.55, -0.13]]}